1.
The following is a quantum chemistry calculation of a structure of composition BrH8IO4Zn at a distorted geometry, from the Open Molecules 2025 dataset.

- HOMO-LUMO gap: 0.3103 hartree
- Energy above the lowest of the compared OMol25 structures with the same formula, charge and spin: 0.0 kJ/mol

```
! wB97M-V def2-TZVPD RIJCOSX def2/J DEFGRID3
* xyz 0 1
Zn -0.0132 0.0436 0.1314
I -1.1695 -0.2184 -2.4399
Br 0.9775 0.1717 2.5408
O -1.6375 1.1282 0.6636
H -1.9300 1.8155 1.2621
H -2.1963 1.2274 -0.1072
O -0.8758 -1.8196 0.7665
H -1.7499 -2.1879 0.6382
H -0.2854 -2.5685 0.6841
O 1.6354 -1.0712 -0.5601
H 1.6600 -1.2482 -1.5004
H 2.4678 -1.4099 -0.2303
O 0.8546 1.7297 -0.4794
H 1.1275 2.5062 0.0093
H 1.1348 1.9012 -1.3785
*
```

Atom charges from the Löwdin analysis, given in e for atoms 1 to 2:
1. Zn 0.1429
2. I 0.0207



2.
The following is a quantum chemistry calculation of a cluster of 16 separate species, H30O19S in total at a distorted geometry, from the Open Molecules 2025 dataset.

- HOMO-LUMO gap: 0.3150 hartree
- Energy above the lowest of the compared OMol25 structures with the same formula, charge and spin: 239.2 kJ/mol

```
! wB97M-V def2-TZVPD RIJCOSX def2/J DEFGRID3
* xyz -2 1
S 0.3116 0.2172 -0.1025
O -0.8284 -0.5908 0.2124
O 1.2648 -0.7286 -0.6882
O 0.0115 1.2942 -1.0154
O 0.7630 0.7790 1.1627
O -2.8349 -0.6136 -1.5627
H -2.1108 -0.4780 -0.9400
H -2.4605 -0.1717 -2.3382
O 0.4008 2.1321 -3.3940
H 1.0897 1.5932 -3.8359
H 0.3331 1.9056 -2.4140
O 2.0412 -3.1313 -0.2558
H 1.8208 -2.1837 -0.3080
H 1.3131 -3.5739 -0.6144
O -2.7303 0.3497 1.8149
H -2.0825 0.0458 1.1357
H -2.2239 0.0498 2.5640
O 3.6858 -0.4369 -0.5091
H 2.7079 -0.5218 -0.6224
H 3.9554 -0.8914 0.3146
O -2.2007 2.9566 1.4688
H -1.3078 2.8483 1.8089
H -2.5615 2.0444 1.6417
O 0.1611 3.8393 -0.6001
H 0.8019 4.1305 0.0508
H 0.2180 2.8718 -0.5578
O -2.4193 2.3849 -1.1391
H -1.4856 2.0996 -1.2554
H -2.4004 2.6686 -0.2350
O -1.8460 -2.3784 1.5065
H -1.0405 -2.7057 1.9348
H -1.4958 -1.6070 0.9863
O 3.1427 1.4182 2.1004
H 2.3710 1.1923 1.5539
H 3.8784 1.2521 1.5102
O -1.0639 -2.9147 -2.6890
H -0.8702 -3.4367 -1.9202
H -0.4953 -2.0999 -2.5775
O 0.2616 2.7234 2.6588
H 0.4642 1.9037 2.1415
H -0.0611 2.3767 3.4956
O 1.0462 -0.9927 -3.2452
H 1.0861 -0.9468 -2.2750
H 1.7119 -0.3813 -3.6008
O 0.5863 -0.7147 3.2699
H 1.1278 -1.4190 3.0576
H 0.7307 -0.1381 2.5152
O -0.6252 -3.9696 -0.3100
H -1.0975 -4.8041 -0.1210
H -1.0447 -3.2463 0.2213
*
```

Atom charges from the Löwdin analysis, given in e for atoms 1 to 2:
1. S 0.4449
2. O -0.3176



3.
The following is a quantum chemistry calculation of a structure of composition C32H37N2NiOPSSi at a distorted geometry, from the Open Molecules 2025 dataset.

- HOMO-LUMO gap (alpha / beta): 0.2351 / 0.2040 hartree
- Energy above the lowest of the compared OMol25 structures with the same formula, charge and spin: 240.9 kJ/mol
- ⟨S²⟩: 2.097

```
! wB97M-V def2-TZVPD RIJCOSX def2/J DEFGRID3
* xyz 0 3
Ni -1.2346 -0.6491 -0.6518
O 2.9406 -1.9613 -2.2234
C 3.1248 -1.5361 -1.1343
C 3.3656 -0.9877 0.0610
C 4.7318 -0.8361 0.5314
C 5.0183 -0.4295 1.8265
C 3.9864 -0.0558 2.6748
C 2.6688 -0.1250 2.2205
C 2.2741 -0.5444 0.9444
P 0.4510 -0.6145 0.7556
C 0.0089 -1.9148 1.8955
C -0.3655 -3.1548 1.3456
C -0.9396 -4.1208 2.1428
C -1.0346 -3.9179 3.5410
C -0.4602 -2.8022 4.1099
C 0.1128 -1.8093 3.3000
C -0.1272 0.9630 1.4458
C 0.5029 2.2454 1.0627
C 0.1962 3.5341 1.9514
C -0.8883 3.2928 2.9557
C -1.3743 2.0448 3.2193
C -1.1116 0.9351 2.3867
H 5.5679 -1.0988 -0.1690
H 6.0547 -0.4432 2.1302
H 4.1601 0.2678 3.6926
H 1.9022 0.3405 2.8291
H -0.1856 -3.3685 0.2622
H -1.3227 -4.9846 1.6432
H -1.3566 -4.7138 4.1679
H -0.3642 -2.7150 5.1854
H 0.5576 -0.9798 3.7976
H 1.5687 2.0135 1.0045
H 1.1736 3.7901 2.3761
H -1.2838 4.1435 3.5473
H -1.9383 1.8433 4.1206
H -1.6439 -0.0006 2.5565
C 1.5714 2.4868 -1.8273
Si 0.0981 2.7531 -0.7107
C -1.4934 2.1746 -1.4960
C -0.1311 4.5224 -0.3858
C -0.2290 4.7630 1.0606
C 0.5185 6.0009 1.3834
C 0.7734 6.9557 0.4573
C 0.5811 6.7382 -0.9049
C 0.0336 5.5428 -1.3145
H 1.8900 1.4685 -1.8174
H 2.3319 3.1704 -1.4313
H 1.3338 2.7271 -2.8359
H -1.4223 2.5168 -2.5165
H -2.4231 2.5694 -1.1205
H -1.6217 1.0577 -1.4821
H -1.2880 4.8874 1.2382
H 0.8341 6.1388 2.4272
H 1.0471 7.9550 0.8489
H 0.7591 7.5361 -1.6128
H -0.2834 5.4108 -2.3688
C -1.8404 -5.1885 -2.1783
N -2.5817 -3.9085 -1.9537
C -3.6918 -3.9614 -0.9995
C -2.1755 -2.7164 -2.4873
S -2.7734 -1.0483 -2.1795
N -1.2649 -2.7500 -3.4890
C -1.3562 -3.7116 -4.6205
C -0.4143 -1.5827 -3.7525
H -1.9440 -5.7909 -1.2946
H -0.7621 -4.9921 -2.4193
H -2.2645 -5.7075 -3.0288
H -4.1358 -2.9504 -0.9791
H -3.4461 -4.2519 -0.0135
H -4.3784 -4.6912 -1.4168
H -2.2838 -4.3546 -4.6077
H -0.4755 -4.3954 -4.5949
H -1.3122 -3.0914 -5.5693
H 0.2727 -1.3988 -2.9199
H -0.9873 -0.6633 -3.9779
H 0.1993 -1.8708 -4.6145
*
```

Atom charges from the Löwdin analysis, given in e for atoms 1 to 2:
1. Ni -0.2699
2. O 0.1633



4.
The following is a quantum chemistry calculation of a structure of composition C20H14AuF6NO4PS2, from the Open Molecules 2025 dataset.

- HOMO-LUMO gap: 0.2699 hartree
- Energy above the lowest of the compared OMol25 structures with the same formula, charge and spin: 0.0 kJ/mol

```
! wB97M-V def2-TZVPD RIJCOSX def2/J DEFGRID3
* xyz 1 1
Au 1.3072 1.0523 -0.8920
F -0.4070 0.0700 -5.3713
C -0.9157 1.1115 -4.7273
F 0.0624 1.9966 -4.4901
F -1.8542 1.6824 -5.4558
S -1.5950 0.5420 -3.1133
O -0.4679 -0.0873 -2.4597
O -2.7366 -0.2554 -3.3961
N -2.0409 1.8909 -2.4198
S -1.2252 3.0515 -1.8285
O 0.1839 2.7227 -1.4567
O -1.3638 4.2951 -2.4934
C -1.9620 3.2836 -0.1608
F -1.8216 2.1508 0.5506
F -3.2379 3.5846 -0.2430
F -1.3026 4.2435 0.4654
C 0.1770 1.3735 4.8503
C 1.0346 1.9646 3.9292
C 1.1389 1.4443 2.6528
C 0.3794 0.3249 2.3113
C -0.4966 -0.2649 3.2254
C -0.5810 0.2641 4.5038
P 0.5908 -0.4438 0.7280
C -0.7698 -1.4078 0.1744
C -0.4892 -2.5384 -0.6012
C -1.5344 -3.2726 -1.1266
C -2.8447 -2.8696 -0.9040
C -3.1245 -1.7447 -0.1355
C -2.0909 -1.0054 0.4046
C 2.1468 -1.2422 0.4865
C 2.8791 -2.2949 1.0158
C 4.1536 -2.4704 0.5045
C 4.6641 -1.6080 -0.4740
C 3.9366 -0.5347 -0.9730
C 2.6524 -0.3721 -0.4703
H 0.0957 1.7863 5.8470
H 1.6151 2.8339 4.2059
H 1.8014 1.9020 1.9278
H -1.0869 -1.1294 2.9527
H -1.2443 -0.1901 5.2271
H 0.5336 -2.8235 -0.8082
H -1.3285 -4.1469 -1.7283
H -3.6586 -3.4333 -1.3404
H -4.1483 -1.4380 0.0272
H -2.3079 -0.1238 0.9905
H 2.4825 -2.9422 1.7865
H 4.7730 -3.2794 0.8665
H 5.6652 -1.7780 -0.8484
H 4.3626 0.1256 -1.7160
*
```

Atom charges from the Löwdin analysis, given in e for atoms 1 to 2:
1. Au 1.1280
2. F 0.1622



5.
The following is a quantum chemistry calculation of a structure of composition C5H4CoO7 at a distorted geometry, from the Open Molecules 2025 dataset.

- HOMO-LUMO gap (alpha / beta): 0.3109 / 0.2583 hartree
- ⟨S²⟩: 8.779

```
! wB97M-V def2-TZVPD RIJCOSX def2/J DEFGRID3
* xyz 0 6
O 1.5814 0.6873 0.0280
C 1.9791 -0.2545 -0.7470
O 2.7819 -0.0560 -1.6557
O 1.9039 -1.2932 1.7920
O 3.7318 -2.1243 0.7627
C 2.6629 -1.5423 0.7944
Co 0.6642 0.0947 1.5909
O -1.0945 0.3703 1.7342
C -2.0997 0.8196 0.9104
C -1.6776 0.9693 -0.5436
O -1.3788 -0.3174 -1.1259
C -0.2207 -0.6247 -1.6533
H -2.9766 0.1406 0.9392
H -2.4827 1.8175 1.2107
H -0.7921 1.6108 -0.6557
H -2.4957 1.3730 -1.1521
O -0.0869 -1.6707 -2.2291
*
```

Atom charges from the Löwdin analysis, given in e for atoms 1 to 2:
1. O -0.1056
2. C -0.4016



6.
The following is a quantum chemistry calculation of a cluster of 12 separate species, C38H88Cl4F6N4O19P in total at a distorted geometry, from the Open Molecules 2025 dataset.

- HOMO-LUMO gap: 0.2978 hartree
- Energy above the lowest of the compared OMol25 structures with the same formula, charge and spin: 0.0 kJ/mol

```
! wB97M-V def2-TZVPD RIJCOSX def2/J DEFGRID3
* xyz -1 1
P 11.7665 -2.7796 5.4484
F 11.9053 -4.3831 5.7126
F 10.1893 -2.9032 5.7317
F 11.9591 -2.4582 7.0210
F 11.5903 -1.2028 5.1114
F 13.3753 -2.6657 5.2947
F 11.6571 -3.1250 3.8784
C 10.8672 1.1326 2.6170
C 12.3107 1.6533 2.8062
C 12.4156 3.1550 2.8025
O 13.7391 3.5933 2.9792
C 13.7998 4.9921 3.1407
N 12.9657 1.1054 4.0120
H 10.2646 1.6847 1.8873
H 10.3673 1.0972 3.5893
H 10.8884 0.1093 2.2335
H 12.8462 1.1819 1.9705
H 11.7795 3.5184 3.6288
H 12.0176 3.5835 1.8706
H 13.6325 5.5270 2.1963
H 14.8208 5.1588 3.4888
H 13.1017 5.3674 3.8983
H 12.6743 0.1299 4.1658
H 12.3701 1.5115 4.7544
C 16.1262 -0.4499 -2.7950
C 16.0784 -0.8313 -1.3099
C 14.6157 -0.9123 -0.8857
O 14.5926 -1.0584 0.5357
C 13.3473 -1.5113 1.0035
N 16.8198 -2.0861 -1.0932
H 15.5674 0.4721 -2.9991
H 15.6975 -1.1652 -3.5009
H 17.1704 -0.2749 -3.0618
H 16.5381 -0.0030 -0.7594
H 14.1871 -1.8342 -1.3028
H 14.0966 0.0066 -1.1692
H 13.2151 -2.5970 0.9021
H 12.4991 -1.0018 0.5178
H 13.1852 -1.3246 2.0683
H 17.7037 -1.8506 -0.6541
H 16.2925 -2.6080 -0.3873
C 17.0280 -2.4695 3.1629
C 16.9168 -0.9854 3.5190
C 17.8618 -0.2601 2.5464
O 17.7933 1.1290 2.8237
C 19.0083 1.7954 2.5442
N 15.5447 -0.5183 3.3249
H 16.8651 -2.6561 2.0987
H 16.2880 -3.0742 3.7006
H 17.9796 -2.9625 3.4222
H 17.2592 -0.7893 4.5351
H 17.5700 -0.4974 1.5179
H 18.8817 -0.5944 2.7649
H 19.7671 1.6861 3.3276
H 18.8326 2.8606 2.3820
H 19.3777 1.4100 1.5811
H 14.9445 -1.1013 3.8926
H 15.3392 -0.6865 2.3366
C 13.5017 2.9800 10.9294
C 14.4889 2.4226 9.9075
C 14.0272 1.0768 9.3722
O 14.7838 0.7392 8.2450
C 14.3917 -0.5049 7.7142
N 14.7292 3.3605 8.7898
H 13.3668 2.3149 11.7904
H 12.5474 3.2085 10.4445
H 13.8297 3.9177 11.3905
H 15.4615 2.3544 10.4106
H 12.9735 1.1403 9.0469
H 14.0849 0.3280 10.1742
H 14.0943 -1.2375 8.4732
H 15.2627 -0.8667 7.1785
H 13.5173 -0.3967 7.0702
H 13.8409 3.4616 8.2941
H 14.9527 4.2765 9.1683
C 14.8682 -4.9345 -3.9530
C 15.2250 -4.6461 -2.5159
O 14.3661 -5.4491 -1.6984
C 14.4313 -5.2821 -0.4009
O 15.0487 -4.4163 0.1521
O 13.7145 -6.1991 0.1969
C 13.3199 -5.9213 1.5416
H 15.1427 -5.9391 -4.2581
H 15.2535 -4.1543 -4.6096
H 13.7872 -4.7957 -4.0388
H 14.9694 -3.6090 -2.2730
H 16.2756 -4.7374 -2.2397
H 12.6042 -6.6692 1.8617
H 12.8014 -4.9637 1.5945
H 14.2052 -5.8713 2.1733
C 13.0917 -8.2204 12.0019
C 12.0617 -8.1895 10.9058
O 11.6467 -6.8408 10.6062
C 10.7580 -6.6527 9.6590
O 10.2484 -7.4428 8.9340
O 10.5548 -5.3444 9.5767
C 9.5794 -4.9224 8.6627
H 12.6904 -7.7584 12.9093
H 14.0350 -7.7381 11.7554
H 13.3019 -9.2633 12.2444
H 11.1199 -8.6802 11.1469
H 12.5512 -8.6348 10.0366
H 8.5841 -5.3576 8.7990
H 9.8297 -5.1199 7.6183
H 9.4511 -3.8492 8.7753
C 8.9800 -1.4152 8.0257
C 9.7474 -0.1916 7.5851
O 8.8348 0.6319 6.8475
C 9.2980 1.6803 6.1869
O 10.4383 2.0091 6.1000
O 8.2558 2.2771 5.6438
C 8.4316 3.4324 4.8310
H 9.6335 -2.0792 8.5937
H 8.6273 -1.9577 7.1474
H 8.1166 -1.2145 8.6640
H 10.5773 -0.5402 6.9647
H 10.1824 0.3924 8.3986
H 8.8580 4.2217 5.4490
H 7.4469 3.7113 4.4762
H 9.0872 3.2337 3.9851
C 8.4580 -5.6144 3.8647
C 8.3002 -6.0568 2.4303
O 8.1680 -4.8915 1.5935
C 8.6926 -4.9066 0.3783
O 9.3828 -5.7503 -0.0809
O 8.3658 -3.8179 -0.3114
C 7.5727 -2.7898 0.2440
H 7.7581 -4.8229 4.1272
H 9.4513 -5.1979 4.0466
H 8.3828 -6.4768 4.5271
H 7.3289 -6.5597 2.3783
H 9.0612 -6.7339 2.0608
H 6.9831 -2.3812 -0.5777
H 8.1943 -1.9462 0.5676
H 6.9430 -3.0557 1.0892
C 15.7949 -4.5650 7.5869
C 17.0567 -3.7225 7.6035
O 17.2938 -3.0973 8.8669
C 17.6205 -3.8361 9.9204
O 17.8715 -5.0096 9.9212
O 17.6487 -3.0416 11.0068
C 18.2040 -3.5751 12.2003
H 15.6342 -4.9941 6.5979
H 14.9377 -3.8914 7.6936
H 15.7651 -5.3234 8.3584
H 16.8911 -2.9233 6.8864
H 17.9434 -4.2799 7.2931
H 19.0972 -4.1737 11.9938
H 17.5077 -4.2438 12.7174
H 18.4791 -2.7573 12.8614
C 8.2780 -1.2927 3.8253
Cl 7.5637 -0.0752 2.7151
Cl 7.0379 -2.2640 4.6197
H 8.8140 -1.9531 3.1587
H 8.8772 -0.7158 4.5127
C 12.6219 -7.1539 6.4830
Cl 12.1224 -8.8438 6.2476
Cl 13.8152 -7.0564 7.7855
H 13.1347 -6.8169 5.5928
H 11.7752 -6.5332 6.7330
*
```

Atom charges from the Löwdin analysis, given in e for atoms 1 to 2:
1. P 0.1650
2. F -0.1727